Entry 1:
Here is a molecular structure, C36H50N5P2Pb from OMol25. Energies are from ωB97M-V with the def2-TZVPD basis set.

Its HOMO-LUMO gap is 0.23390 Eh. As for the energy relative to the best compared isomer or geometry (same formula, charge and spin): 0.903 eV. As for the lowest unoccupied orbital energy: -2.8 eV. The total energy is -2550.890079 hartree.

```
! wB97M-V def2-TZVPD RIJCOSX def2/J DEFGRID3
* xyz 1 1
Pb 0.33 0.02 0.22
C -2.20 0.79 3.03
C -1.03 0.29 3.87
C -1.06 1.01 5.22
P 0.53 0.51 2.85
C 1.94 -0.38 3.71
C 3.24 0.36 3.40
C 1.80 -0.66 5.21
C 0.85 2.27 2.81
C 1.22 2.98 3.96
C 1.39 4.34 3.97
C 1.77 5.09 5.22
C 1.18 5.02 2.76
C 0.85 4.35 1.60
C 0.68 2.95 1.57
N 0.39 2.28 0.41
C 0.08 3.02 -0.76
C 1.02 3.15 -1.79
C 2.41 2.57 -1.64
C 0.67 3.82 -2.95
C -0.58 4.39 -3.12
C -0.93 5.17 -4.36
C -1.50 4.27 -2.09
C -1.19 3.60 -0.91
C -2.20 3.52 0.20
H -3.14 0.62 3.55
H -2.24 0.28 2.06
H -2.10 1.86 2.84
H -1.12 -0.79 4.03
H -0.90 2.08 5.10
H -0.34 0.62 5.93
H -2.06 0.88 5.65
H 1.95 -1.34 3.20
H 3.34 1.25 4.02
H 3.26 0.69 2.36
H 4.10 -0.28 3.58
H 1.89 0.25 5.80
H 2.60 -1.33 5.51
H 0.85 -1.15 5.45
H 1.38 2.42 4.88
H 2.00 4.41 6.03
H 0.96 5.75 5.55
H 2.65 5.72 5.04
H 1.31 6.09 2.73
H 0.73 4.91 0.68
H 2.65 2.38 -0.60
H 3.15 3.26 -2.05
H 2.49 1.63 -2.19
H 1.42 3.92 -3.74
H -0.23 4.96 -5.17
H -0.89 6.24 -4.16
H -1.94 4.93 -4.71
H -2.48 4.73 -2.19
H -3.17 3.87 -0.13
H -1.88 4.14 1.04
H -2.29 2.50 0.56
C 2.57 -0.78 -0.10
C 2.25 -2.18 -0.39
C 1.95 -2.61 -1.69
C 1.54 -3.90 -1.95
C 1.39 -4.82 -0.90
C 1.71 -4.42 0.40
C 2.14 -3.13 0.64
C 0.89 -6.13 -1.15
N 0.44 -7.17 -1.35
H 3.04 -0.27 -0.93
H 3.18 -0.67 0.80
H 2.06 -1.91 -2.51
H 1.33 -4.22 -2.96
H 1.63 -5.13 1.21
H 2.39 -2.83 1.65
C -5.65 -1.35 -2.25
N -4.23 -1.83 -2.58
C -3.96 -3.09 -1.75
N -4.17 -2.84 -0.37
C -5.52 -2.36 -0.12
N -5.80 -1.14 -0.86
C -5.04 0.00 -0.36
P -3.17 -0.22 -0.49
C -3.21 -0.78 -2.29
C -3.15 -1.96 0.21
H -6.33 -2.11 -2.61
H -5.81 -0.42 -2.80
H -4.19 -2.07 -3.57
H -2.94 -3.40 -1.94
H -4.65 -3.86 -2.11
H -5.64 -2.16 0.95
H -6.24 -3.14 -0.40
H -5.29 0.16 0.69
H -5.32 0.90 -0.91
H -2.22 -1.16 -2.54
H -3.41 0.09 -2.91
H -3.30 -1.91 1.29
H -2.16 -2.40 0.04
*
```

---

Entry 2:
Here is a molecular structure, C36H51AlF32NO6S3 from OMol25. Energies are from ωB97M-V with the def2-TZVPD basis set.

Its HOMO-LUMO gap is 0.25274 Eh. As for the lowest unoccupied orbital energy: 1.8 eV. The total energy is -6541.340222 hartree.

```
! wB97M-V def2-TZVPD RIJCOSX def2/J DEFGRID3
* xyz -1 1
C -0.46 -2.22 3.03
C 0.43 -0.92 3.09
O -0.48 0.17 3.10
C 0.22 1.41 3.07
C 0.76 1.66 1.62
O -0.09 1.18 0.61
Al 0.83 1.02 -1.02
S 1.43 -1.18 -1.23
C 2.40 2.32 -1.19
C 3.64 1.82 -2.01
C 3.30 1.20 -3.42
S 4.71 0.04 -3.87
C 4.01 -1.53 -4.55
S 3.87 -1.66 -6.19
N 3.66 -2.51 -3.60
C 2.78 -3.56 -4.14
C 1.31 -3.00 -4.26
C 4.85 -3.06 -2.88
C 4.72 -2.62 -1.36
C -0.54 1.52 -2.47
C -1.10 0.28 -3.27
C -1.76 0.77 -4.62
C -2.24 -0.34 -2.38
H 0.13 -3.10 2.69
H -0.86 -2.38 4.05
H -1.29 -2.02 2.33
H 1.10 -0.95 2.20
H 1.00 -0.92 4.05
H -0.49 2.22 3.34
H 1.10 1.43 3.75
H 1.75 1.14 1.49
H 0.98 2.76 1.48
H 0.56 -1.83 -0.38
H 2.77 2.48 -0.14
H 2.04 3.32 -1.54
H 4.31 1.13 -1.44
H 4.28 2.72 -2.22
H 3.29 2.02 -4.17
H 2.34 0.66 -3.47
H 3.15 -4.04 -5.07
H 2.73 -4.36 -3.37
H 1.35 -1.90 -4.35
H 0.77 -3.21 -3.31
H 0.79 -3.47 -5.12
H 4.85 -4.17 -2.92
H 5.81 -2.68 -3.29
H 4.51 -1.53 -1.36
H 5.66 -2.84 -0.80
H 3.85 -3.16 -0.93
H -1.43 1.98 -1.96
H -0.13 2.29 -3.16
H -0.33 -0.48 -3.49
H -2.88 0.78 -4.57
H -1.44 1.80 -4.89
H -1.50 0.11 -5.49
H -2.73 -1.21 -2.87
H -3.01 0.43 -2.14
H -1.77 -0.62 -1.41
C 5.40 2.73 -9.34
C 4.54 2.55 -10.62
C 3.62 3.70 -11.04
F 2.67 3.97 -10.14
F 2.98 3.37 -12.19
F 3.84 1.40 -10.51
F 5.43 2.37 -11.64
O 4.94 2.13 -8.11
C 4.06 2.82 -7.27
C 2.72 2.09 -7.11
F 2.09 1.94 -8.29
F 1.89 2.80 -6.31
F 3.92 4.09 -7.67
F 4.66 2.88 -6.07
H 6.33 2.20 -9.54
H 5.70 3.77 -9.19
H 4.20 4.61 -11.23
H 2.86 1.10 -6.67
C -3.33 1.31 4.44
C -4.24 1.11 3.20
C -5.22 2.23 2.85
F -6.14 2.45 3.82
F -5.92 1.91 1.74
F -4.89 -0.07 3.31
F -3.41 0.99 2.14
O -3.72 0.65 5.66
C -4.60 1.26 6.56
C -5.89 0.46 6.74
F -6.56 0.32 5.58
F -6.72 1.10 7.60
F -4.82 2.54 6.21
F -3.96 1.31 7.75
H -2.38 0.82 4.18
H -3.06 2.35 4.60
H -4.70 3.17 2.66
H -5.68 -0.53 7.13
C -1.11 2.08 9.07
C -0.19 1.50 10.16
C -0.06 2.28 11.48
F 0.47 3.50 11.32
F 0.77 1.62 12.33
F 1.03 1.27 9.63
F -0.70 0.28 10.49
O -0.50 2.82 7.99
C -0.24 4.19 8.10
C 1.25 4.50 8.01
F 1.95 3.89 8.98
F 1.46 5.83 8.14
F -0.82 4.69 9.21
F -0.87 4.78 7.06
H -1.54 1.22 8.57
H -1.97 2.62 9.48
H -1.03 2.38 11.97
H 1.65 4.18 7.04
C -4.11 -5.11 0.90
C -2.76 -4.42 0.60
C -2.65 -3.60 -0.69
F -2.82 -4.34 -1.80
F -1.42 -3.05 -0.79
F -1.77 -5.35 0.66
F -2.54 -3.56 1.63
O -4.25 -6.51 0.60
C -4.65 -6.94 -0.67
C -3.57 -7.79 -1.35
F -2.43 -7.11 -1.51
F -3.99 -8.17 -2.58
F -5.05 -5.91 -1.41
F -5.74 -7.71 -0.48
H -4.20 -5.08 1.99
H -4.96 -4.54 0.53
H -3.38 -2.79 -0.70
H -3.35 -8.68 -0.76
*
```

---

Entry 3:
Here is 15 unconnected molecules or ions with the total composition C36H51Cl28N3O4P2 from OMol25. Energies are from ωB97M-V with the def2-TZVPD basis set.

Its HOMO-LUMO gap is 0.26320 Eh. As for the lowest unoccupied orbital energy: -1.2 eV. The total energy is -15435.302354 hartree.

```
! wB97M-V def2-TZVPD RIJCOSX def2/J DEFGRID3
* xyz 0 1
C 7.07 -3.72 0.66
C 6.71 -2.54 0.67
C 5.75 -1.31 0.88
C 5.70 -0.70 2.27
C 4.77 0.44 2.59
C 3.90 0.93 1.48
C 3.98 0.35 0.08
C 4.88 -0.79 -0.27
P 5.06 -1.70 -1.89
C 4.05 -3.30 -1.62
O 4.29 -0.96 -3.20
C 3.03 1.00 -0.98
O 3.31 1.47 -2.07
C 1.53 1.19 -0.46
C 0.31 0.82 -1.24
P 0.44 0.09 -2.97
O 1.02 1.06 -3.98
C -1.06 1.03 -0.57
C -1.10 1.60 0.83
C -2.51 1.77 1.55
C -2.52 0.65 2.72
C -3.88 -0.18 2.80
C -4.07 -1.12 1.50
N -3.13 -2.28 1.47
C -2.80 -2.68 0.11
N -1.67 -3.32 -0.04
N -3.68 -2.37 -1.02
C 0.12 1.99 1.61
C 1.46 1.77 0.95
C 2.83 2.09 1.69
O 3.04 3.12 2.32
H 7.27 -4.83 0.67
H 6.33 -1.09 3.13
H 4.66 0.92 3.60
H 2.99 -3.05 -1.31
H 4.57 -3.98 -0.89
H 4.02 -3.78 -2.65
H 3.54 -1.48 -3.55
H 1.23 -1.12 -2.96
H -0.89 -0.23 -3.43
H -2.02 0.75 -1.08
H -2.47 2.77 2.08
H -3.38 1.67 0.84
H -1.68 -0.08 2.50
H -2.27 1.10 3.74
H -3.87 -0.90 3.68
H -4.74 0.56 2.90
H -3.94 -0.44 0.59
H -5.13 -1.54 1.46
H -2.26 -2.09 1.98
H -1.54 -3.53 -1.04
H -3.64 -1.36 -1.25
H -3.34 -2.86 -1.86
H 0.06 2.39 2.66
C -2.99 -3.71 4.92
Cl -4.12 -2.64 5.74
Cl -1.73 -2.80 4.09
H -2.53 -4.37 5.65
H -3.54 -4.30 4.20
C -7.39 -4.11 2.76
Cl -5.98 -3.61 3.69
Cl -7.14 -3.86 1.02
H -7.58 -5.17 2.93
H -8.25 -3.52 3.08
C 4.81 3.99 4.68
Cl 5.56 2.47 5.16
Cl 4.96 5.21 5.95
H 5.30 4.36 3.78
H 3.76 3.82 4.48
C -5.06 -0.49 -3.91
Cl -3.65 0.04 -2.98
Cl -4.82 -0.23 -5.64
H -5.22 -1.55 -3.73
H -5.93 0.08 -3.59
C -4.92 -0.63 -9.81
Cl -4.14 -2.16 -9.38
Cl -4.70 0.58 -8.54
H -4.48 -0.25 -10.73
H -5.98 -0.80 -9.96
C 5.17 -3.79 4.40
Cl 6.52 -3.25 5.41
Cl 5.49 -3.48 2.68
H 5.02 -4.86 4.55
H 4.27 -3.25 4.69
C -3.85 0.91 7.42
Cl -5.06 -0.36 7.28
Cl -2.81 0.96 5.99
H -4.35 1.87 7.52
H -3.23 0.72 8.30
C 0.98 4.37 -2.62
Cl -0.26 4.13 -1.37
Cl 0.26 4.89 -4.14
H 1.68 5.12 -2.28
H 1.50 3.42 -2.78
C -2.81 2.77 -11.03
Cl -1.40 1.81 -10.58
Cl -3.96 1.81 -11.97
H -3.29 3.12 -10.13
H -2.48 3.61 -11.63
C 8.35 5.75 4.72
Cl 9.44 4.36 4.66
Cl 9.08 7.11 5.57
H 8.11 6.05 3.70
H 7.44 5.46 5.24
C 2.62 8.31 6.29
Cl 1.37 8.06 7.52
Cl 1.91 8.82 4.76
H 3.31 9.08 6.64
H 3.15 7.38 6.14
C 5.01 4.45 -1.88
Cl 3.91 5.56 -1.05
Cl 6.30 5.33 -2.70
H 5.46 3.79 -1.14
H 4.46 3.87 -2.61
C -4.53 -6.68 1.36
Cl -3.47 -8.10 1.22
Cl -3.71 -5.35 2.18
H -4.81 -6.36 0.36
H -5.41 -6.96 1.92
C -3.92 -5.69 -10.36
Cl -3.22 -6.61 -11.70
Cl -5.53 -6.28 -9.95
H -3.27 -5.79 -9.49
H -3.99 -4.64 -10.65
*
```